# 1
16
Properties=species:S:1:pos:R:3:forces:R:3 method="wB97M-V/def2-TZVPD" e_lumo_ha=0.0147 total_energy_ev=-19675.9281 charge=0 mol_weight_da=123.18 e_above_lowest_kcal_mol=57.3 homo_energy_ha=-0.34769 homo_lumo_gap_ev=9.862
C 0.658879 1.137603 0.949914 -1.02 -0.12 -1.99
C 0.546484 -1.346539 0.532247 0.94 2.11 1.78
C 0.304590 0.262162 -1.312641 1.81 0.78 -0.96
N 0.246377 0.029606 0.095631 -0.18 -0.66 0.85
O -2.273899 -1.389531 -0.141947 0.00 -0.23 -0.25
O -2.304408 1.085632 -0.689864 0.65 -3.40 3.13
S -2.032324 -0.051425 0.329308 -0.93 3.91 -2.55
H 0.170666 2.023399 0.527054 0.09 0.01 0.42
H 0.382821 0.962888 1.949628 -0.49 -0.17 1.26
H 1.698230 1.247485 0.870465 1.71 0.37 0.07
H 0.135301 -1.413161 1.571676 0.65 -0.25 -0.67
H -0.081421 -1.900137 -0.084284 -0.53 -1.74 -0.99
H 1.636256 -1.584701 0.494938 -0.84 -0.02 -0.04
H 0.170731 -0.679173 -1.790344 -0.56 -0.65 -0.58
H -0.512995 0.938033 -1.480418 -0.33 0.40 -0.92
H 1.254719 0.677858 -1.821368 -0.98 -0.36 1.43


# 2
9
Properties=species:S:1:pos:R:3:forces:R:3 method="wB97M-V/def2-TZVPD" e_lumo_ha=0.1166 smiles="N#CSN(O)C(=O)[O-]" total_energy_ev=-22047.4209 charge=-1 mol_weight_da=133.11 e_above_lowest_kcal_mol=35.4 homo_energy_ha=-0.18929 homo_lumo_gap_ev=8.324
C 0.184141 -0.055450 -2.366135 -0.25 -0.28 -0.61
C -0.557188 -0.594524 1.037716 -1.44 -1.98 -2.86
N -0.490831 -0.017352 -3.294323 -0.72 0.31 -0.89
N -0.073925 0.637488 0.231546 -0.59 -1.46 -2.09
O -0.140825 -0.639953 2.170196 1.12 0.98 2.68
O -1.272837 -1.382152 0.405035 0.43 1.10 0.21
O 0.582694 1.411353 1.021265 0.73 0.95 2.65
S 1.243231 -0.284545 -1.154110 0.34 0.39 2.22
H 0.525539 0.925135 1.948812 0.39 -0.01 -1.31